Entry 1:
# C5H7N

The molecule C5H7N (ωB97M-V/def2-TZVPD, the OMol25 dataset).

Structure (ORCA input):
```
! wB97M-V def2-TZVPD RIJCOSX def2/J DEFGRID3
* xyz 0 1
C -0.8934 1.0491 -0.2188
C -2.8352 -0.4855 -0.7572
C 0.1392 0.2429 0.1012
C -0.0515 -1.2439 0.1471
C 1.4927 0.6979 0.2857
N -2.1302 0.4418 -0.5312
H -0.9749 2.0458 -0.4299
H -0.2694 -1.6321 1.1902
H -0.9141 -1.4937 -0.5580
H 0.9352 -1.7834 -0.1009
H 2.1475 0.1482 -0.4409
H 1.6125 1.7109 0.0977
H 1.7416 0.3019 1.2150
*
```

Properties
E_LUMO: 0.8 eV
Gap between HOMO and LUMO: 10.23 eV
Relative energy (zero: lowest compared OMol25 entry of this formula, charge and spin): 54.28 kcal/mol
HOMO level: -9.382 eV

=====

Entry 2:
# C17H45F3KN4O8S

A structure of composition C17H45F3KN4O8S (ωB97M-V/def2-TZVPD, the OMol25 dataset).

Structure (ORCA input):
```
! wB97M-V def2-TZVPD RIJCOSX def2/J DEFGRID3
* xyz 3 1
K 8.5616 13.0591 -15.0267
O 4.7171 12.2386 -14.1736
H 4.6914 12.7812 -14.9857
C 5.7954 15.9285 -10.6993
C 4.4527 15.3325 -10.5137
O 3.4437 16.0049 -10.7298
N 4.4358 13.7901 -10.2376
H 4.4601 13.3521 -11.1474
H 5.2454 13.5560 -9.6810
C 3.2231 13.2675 -9.5886
H 6.6537 15.3140 -10.9708
H 6.1072 16.2140 -9.6946
H 5.8241 16.8718 -11.2446
H 2.4056 13.5387 -10.2568
H 3.0888 13.5538 -8.5455
H 3.4411 12.1997 -9.5745
C 4.6155 5.8008 -11.7060
C 4.6013 7.2980 -11.9349
O 3.6112 7.9256 -11.6756
N 5.7685 7.9612 -12.6339
H 5.4580 8.8840 -12.9026
H 6.4983 8.2480 -11.9972
C 6.1623 7.1652 -13.9645
H 5.0225 5.2471 -12.5520
H 3.6105 5.5240 -11.3877
H 5.3128 5.6621 -10.8798
H 6.6364 6.2056 -13.7580
H 6.9110 7.7115 -14.5382
H 5.1973 7.1736 -14.4712
C -0.9051 13.2001 -17.8746
N -2.0325 13.1845 -16.8159
C -2.0666 14.5116 -16.0312
C -3.3211 13.0472 -17.7955
C -2.0226 11.9976 -15.7615
C -0.7268 11.7581 -14.9838
O 0.3366 11.4462 -15.8590
H -1.0860 13.8851 -18.7029
H -0.7114 12.1630 -18.1484
H -0.0193 13.4249 -17.2805
H -1.9428 15.3357 -16.7338
H -1.2668 14.4897 -15.2910
H -3.0414 14.6093 -15.5534
H -4.2089 13.1214 -17.1675
H -3.1815 12.0018 -18.0708
H -3.3153 13.7901 -18.5931
H -2.2920 11.1816 -16.4321
H -2.9183 12.1760 -15.1666
H -0.8842 10.8353 -14.4255
H -0.3873 12.6034 -14.3852
H 1.1139 11.7692 -15.3975
C 4.8781 9.1989 -22.3028
N 5.3662 10.5271 -21.5908
C 4.4856 10.7623 -20.3883
C 6.8073 10.4061 -21.0920
C 5.3969 11.6655 -22.6632
C 4.0830 12.1463 -23.2859
O 3.1910 12.5886 -22.3422
H 5.1442 9.3111 -23.3539
H 3.7898 9.1534 -22.3431
H 5.4326 8.2763 -22.1315
H 4.8149 11.7331 -20.0178
H 4.6062 9.9790 -19.6400
H 3.4478 10.7705 -20.7214
H 7.3377 9.9290 -21.9161
H 6.7813 9.6111 -20.3467
H 7.4116 11.2820 -20.8561
H 6.0928 11.3946 -23.4572
H 6.0084 12.4659 -22.2466
H 3.6673 11.3580 -23.9134
H 4.2000 12.9206 -24.0441
H 3.6666 13.0172 -21.6269
C 3.6969 17.2138 -16.2961
F 4.3909 17.9128 -15.4646
F 3.3828 16.0227 -15.7160
F 2.7152 17.9593 -16.7180
S 4.7930 16.8421 -17.8828
O 5.9356 16.0908 -17.3220
O 3.9065 16.1159 -18.8246
O 5.2078 18.1396 -18.4444
*
```

Properties
E_LUMO: -7.2 eV
Gap between HOMO and LUMO: 5.08 eV
HOMO level: -12.293 eV

=====

Entry 3:
# C4H4O2

A structure of composition C4H4O2 (ωB97M-V/def2-TZVPD, the OMol25 dataset).

Structure (ORCA input):
```
! wB97M-V def2-TZVPD RIJCOSX def2/J DEFGRID3
* xyz 0 1
O 2.2565 -0.9812 0.1767
C 1.2671 -0.3162 0.1452
O 1.1822 1.0412 -0.0415
C -0.2124 1.2522 0.2405
C -0.8752 0.2743 -0.6815
C -0.1934 -0.5670 0.3915
H -0.3502 0.3141 1.2838
H -1.9633 0.2502 -0.6398
H -0.4608 0.1936 -1.6834
H -0.6504 -1.4612 0.8084
*
```

Properties
E_LUMO: 0.5 eV
Gap between HOMO and LUMO: 10.14 eV
Relative energy (zero: lowest compared OMol25 entry of this formula, charge and spin): 81.33 kcal/mol
HOMO level: -9.690 eV

=====

Entry 4:
# C4H7F2N3

The molecule C4H7F2N3 (ωB97M-V/def2-TZVPD, the OMol25 dataset).

Structure (ORCA input):
```
! wB97M-V def2-TZVPD RIJCOSX def2/J DEFGRID3
* xyz 0 1
C -0.6133 -0.7530 -0.1779
C -0.1521 -0.2773 1.0643
C -0.9041 -0.8595 -2.5462
C 1.0495 1.1877 2.4455
N 0.5059 0.6876 -1.6540
N -0.2826 -0.2579 -1.3727
N 0.5989 0.7592 1.2061
F 2.4097 1.2897 2.4296
F 0.7687 0.3619 3.5076
H -1.2853 -1.5942 -0.1729
H -0.4955 -0.8513 1.9307
H -0.1863 -0.8267 -3.3607
H -1.2093 -1.8835 -2.3497
H -1.7761 -0.2712 -2.8338
H 0.6563 2.1893 2.6973
H 0.9156 1.0993 -0.8132
*
```

Properties
E_LUMO: -0.1 eV
Gap between HOMO and LUMO: 8.39 eV
Relative energy (zero: lowest compared OMol25 entry of this formula, charge and spin): 12.01 kcal/mol
HOMO level: -8.473 eV

=====

Entry 5:
# C4H5NO

The molecule C4H5NO (ωB97M-V/def2-TZVPD, the OMol25 dataset).

Structure (ORCA input):
```
! wB97M-V def2-TZVPD RIJCOSX def2/J DEFGRID3
* xyz 0 1
C -1.2168 0.2526 -1.1465
N -0.7889 1.2548 -0.4492
C 0.4760 0.8585 0.0479
C 0.3408 -0.5408 1.2753
C 0.6354 -0.5649 -0.1473
O -0.5700 -0.9035 -1.1463
H -2.0846 0.3634 -1.8035
H 1.2354 1.6266 0.1477
H -0.6108 -0.2324 1.6712
H 0.9804 -1.1206 1.9679
H 1.6030 -0.9938 -0.4172
*
```

Properties
Structure (SMILES): C1=N[C@H]2C[C@H]2O1
E_LUMO: 0.9 eV
Gap between HOMO and LUMO: 9.45 eV
Relative energy (zero: lowest compared OMol25 entry of this formula, charge and spin): 69.94 kcal/mol
HOMO level: -8.531 eV

=====

Entry 6:
# C30H41F7O6SSiTi

A structure of composition C30H41F7O6SSiTi (ωB97M-V/def2-TZVPD, the OMol25 dataset).

Structure (ORCA input):
```
! wB97M-V def2-TZVPD RIJCOSX def2/J DEFGRID3
* xyz -2 3
Ti 1.9496 1.2964 0.7009
C 4.4363 4.7099 1.0663
C 3.2953 3.8799 0.5567
O 3.2371 2.6571 1.0319
C 2.3931 4.3895 -0.4004
C 2.6305 5.6470 -1.0283
C 1.8200 6.1343 -2.0385
C 0.7220 5.3959 -2.4685
C 0.4293 4.1773 -1.8413
C 1.2042 3.6737 -0.8111
O 0.8376 2.5543 -0.1960
H 4.9482 4.1476 1.8461
H 4.0998 5.6676 1.4781
H 5.1655 4.9401 0.2789
H 3.4923 6.2269 -0.7213
H 2.0531 7.0878 -2.5014
H 0.0881 5.7615 -3.2680
H -0.4420 3.5983 -2.1254
C 3.7144 -1.9620 -0.7902
C 4.0221 -0.5387 -0.3179
O 3.2701 -0.1805 0.7580
C 5.5255 -0.4519 0.0763
F 5.8696 -1.4916 0.8707
F 5.8356 0.6556 0.7452
F 6.3588 -0.5164 -0.9927
C 3.8309 0.4219 -1.5499
F 4.2761 -0.1081 -2.7089
F 2.5203 0.6894 -1.7400
F 4.4480 1.6016 -1.4052
H 3.8652 -2.6331 0.0530
H 4.3428 -2.2724 -1.6247
H 2.6616 -2.0039 -1.0706
F -0.4942 1.8455 6.5085
C 0.0387 1.7083 5.2480
C -0.5278 0.8029 4.3798
C 0.0230 0.6752 3.1033
C 1.1274 1.4263 2.6637
C 1.6465 2.3198 3.6128
C 1.1244 2.4773 4.8972
H -1.3752 0.2102 4.7029
H -0.4213 -0.0524 2.4285
H 2.5047 2.9264 3.3401
H 1.5455 3.1773 5.6096
C -0.5952 -5.3845 -0.1573
C -1.4276 -4.2894 0.5020
C -0.6810 -3.7269 1.7098
C -2.7871 -4.8320 0.9388
O -1.6689 -3.3139 -0.4971
Si -1.6028 -1.6463 -0.4236
S 0.2675 -0.9123 -0.2455
O -2.6460 -1.2348 0.8059
C -3.7231 -0.3167 0.8907
C -3.2737 1.0648 0.4218
C -4.9049 -0.8167 0.0607
C -4.1092 -0.2730 2.3640
O -2.4424 -1.2094 -1.7964
C -2.2583 -1.5604 -3.1581
C -0.7852 -1.7585 -3.5029
C -2.8294 -0.4003 -3.9659
C -3.0431 -2.8422 -3.4349
H -0.4159 -6.2144 0.5318
H 0.3651 -4.9726 -0.4710
H -1.1146 -5.7628 -1.0406
H -0.4759 -4.5349 2.4181
H -1.2747 -2.9614 2.2123
H 0.2571 -3.2632 1.4050
H -2.6777 -5.5964 1.7136
H -3.3102 -5.2654 0.0832
H -3.3899 -4.0125 1.3336
H -2.9694 1.0300 -0.6243
H -2.4196 1.4048 1.0098
H -4.0871 1.7885 0.5279
H -4.6186 -0.9061 -0.9861
H -5.7467 -0.1234 0.1454
H -5.2225 -1.7994 0.4193
H -3.2541 0.0473 2.9579
H -4.4101 -1.2683 2.6993
H -4.9359 0.4223 2.5315
H -0.2008 -0.8878 -3.2069
H -0.6799 -1.9237 -4.5793
H -0.3718 -2.6180 -2.9720
H -2.2743 0.5120 -3.7438
H -3.8766 -0.2416 -3.6989
H -2.7646 -0.6009 -5.0388
H -2.7178 -3.6238 -2.7487
H -2.8841 -3.1773 -4.4642
H -4.1118 -2.6706 -3.2824
*
```

Properties
<S²>: 2.033
E_LUMO (spin up / spin down): 4.3 / 4.3 eV
Gap between HOMO and LUMO (spin up / spin down): 4.07 / 6.83 eV
Relative energy (zero: lowest compared OMol25 entry of this formula, charge and spin): 0.00 kcal/mol
HOMO level (spin up / spin down): 0.239 / -2.513 eV

=====

Entry 7:
# C26H78O26

A cluster of 13 separate species, C26H78O26 in total (ωB97M-V/def2-TZVPD, the OMol25 dataset).

Structure (ORCA input):
```
! wB97M-V def2-TZVPD RIJCOSX def2/J DEFGRID3
* xyz 0 1
C -3.0441 -3.4389 -0.1540
C -3.8550 -4.6380 0.2211
O -5.2184 -4.2419 0.4183
O -3.4858 -2.9608 -1.3829
H -1.9771 -3.6143 -0.1597
H -3.1996 -2.7122 0.6098
H -3.5627 -5.0531 1.1652
H -3.7535 -5.4388 -0.5073
H -5.6702 -3.9632 -0.3884
H -3.9547 -2.1173 -1.2563
C 1.5203 -3.0535 2.3629
C 2.2021 -4.1991 3.1904
O 1.3087 -5.3027 3.1333
O 2.4524 -2.2577 1.6689
H 0.8839 -2.4964 3.0665
H 0.8616 -3.5469 1.6759
H 2.3182 -3.9028 4.2340
H 3.1685 -4.3423 2.7540
H 1.8708 -6.0680 3.0894
H 2.8470 -1.7012 2.4046
C 4.2215 2.4425 0.5195
C 3.4120 3.6730 0.7463
O 2.3521 3.8572 -0.1446
O 5.1489 2.5305 -0.5661
H 3.6831 1.5411 0.3014
H 4.8410 2.1785 1.4172
H 4.0692 4.5642 0.6147
H 2.9635 3.6030 1.7403
H 2.4440 3.2447 -0.8996
H 5.7661 3.2041 -0.3665
C -0.3025 1.6450 4.8870
C -0.4436 2.9789 4.2918
O 0.6937 3.4253 3.5877
O 0.1266 0.4782 4.0995
H -1.2510 1.3229 5.3837
H 0.4003 1.6369 5.7267
H -0.6287 3.6144 5.1874
H -1.3242 3.0329 3.6910
H 0.3986 3.8214 2.7448
H -0.5393 0.3780 3.4368
C -5.9596 1.2660 -2.2968
C -5.8667 0.1020 -1.3965
O -4.5361 -0.3671 -1.2022
O -7.2909 1.6412 -2.3464
H -5.7433 0.9992 -3.2946
H -5.2895 2.0954 -1.9704
H -6.5419 -0.6957 -1.7706
H -6.3186 0.3588 -0.4077
H -3.8623 0.0250 -1.8063
H -7.4761 2.0545 -1.4964
C -3.5948 1.6602 1.6809
C -4.8909 2.2142 2.2460
O -6.0264 1.4499 1.8969
O -3.2346 0.4464 2.2455
H -2.7540 2.3342 1.9349
H -3.7663 1.4883 0.5653
H -5.0530 3.2341 1.8656
H -4.8060 2.3881 3.3331
H -5.8045 0.5286 2.0387
H -2.8547 -0.1243 1.5515
C 0.3749 -5.3370 -2.0340
C 0.7354 -4.9635 -3.4428
O -0.1729 -4.0704 -4.0513
O 0.4588 -4.1906 -1.1664
H 1.0079 -6.1288 -1.6138
H -0.6399 -5.7291 -1.9019
H 0.7331 -5.8679 -4.0583
H 1.6900 -4.4728 -3.4237
H 0.2389 -3.2218 -3.9358
H -0.0463 -3.4359 -1.5431
C -0.7967 4.4775 -1.3638
C -1.0840 4.4771 0.1577
O -0.1511 3.6896 0.9261
O 0.3157 5.2229 -1.8182
H -1.6646 4.9603 -1.8408
H -0.6429 3.4195 -1.6864
H -1.9843 3.8904 0.1319
H -1.2351 5.4639 0.5867
H 0.7213 3.8038 0.4348
H 1.0862 4.9188 -1.3304
C 3.0570 -2.0350 -1.7931
C 4.2147 -1.5038 -0.8738
O 4.6671 -0.3612 -1.5870
O 3.4026 -2.8991 -2.8348
H 2.4472 -1.2414 -2.1421
H 2.4463 -2.6588 -1.0940
H 4.9563 -2.2816 -0.8202
H 3.8380 -1.1817 0.1351
H 5.5029 -0.0023 -1.2549
H 3.4836 -2.2937 -3.6129
C 3.1513 0.2165 5.1701
C 3.5257 1.2599 4.2046
O 2.9396 1.1827 2.9269
O 3.4329 -1.1257 4.7856
H 2.1087 0.2263 5.3473
H 3.6019 0.4414 6.1357
H 4.5828 1.1239 4.0258
H 3.2585 2.2612 4.6701
H 1.9913 0.9142 2.9951
H 4.3575 -1.2545 4.7374
C -0.9512 -0.8373 -3.4190
C -2.0942 0.1166 -3.7801
O -2.5150 0.7511 -2.5299
O -1.2321 -1.7462 -2.4081
H -0.1330 -0.1552 -3.1132
H -0.6377 -1.2695 -4.3746
H -3.0241 -0.3941 -4.1035
H -1.8232 0.8975 -4.4877
H -1.7145 1.0895 -2.0516
H -2.0682 -2.2566 -2.5912
C -0.0881 -0.5792 0.5145
C 0.6939 0.6815 0.1682
O 0.3511 0.8913 -1.2606
O -1.5063 -0.5205 0.3056
H 0.1209 -0.8116 1.5695
H 0.3091 -1.3642 -0.0811
H 1.7394 0.4577 0.2429
H 0.4018 1.5999 0.6472
H 0.8759 1.6471 -1.5697
H -1.7108 -0.8203 -0.6109
C 2.5370 1.0737 -4.3896
C 2.7857 2.3818 -3.6584
O 2.7758 2.2160 -2.2430
O 3.5422 0.1046 -4.1746
H 2.4171 1.1509 -5.4734
H 1.5984 0.6777 -3.9977
H 2.1073 3.1145 -3.9792
H 3.7835 2.7451 -4.0605
H 3.6955 2.1589 -1.9163
H 3.7798 0.0831 -3.2368
*
```

Properties
E_LUMO: 0.1 eV
Gap between HOMO and LUMO: 9.72 eV
Relative energy (zero: lowest compared OMol25 entry of this formula, charge and spin): 22.70 kcal/mol
HOMO level: -9.629 eV

=====

Entry 8:
# C3H7N3O

The molecule C3H7N3O (ωB97M-V/def2-TZVPD, the OMol25 dataset).

Structure (ORCA input):
```
! wB97M-V def2-TZVPD RIJCOSX def2/J DEFGRID3
* xyz 0 1
H 1.4082 -3.6089 -1.4299
N 1.6197 -2.6540 -1.1503
C 0.6439 -2.1646 -0.5028
N 0.7224 -0.8678 -0.0176
C -0.4339 -0.1400 0.2703
O -1.5403 -0.6512 0.2868
N -0.2000 1.1838 0.5105
C -1.2752 2.1519 0.4627
H -0.3057 -2.6466 -0.2627
H 1.5627 -0.3787 -0.2976
H 0.7495 1.5180 0.5465
H -2.1627 1.6412 0.0852
H -1.0133 2.9656 -0.2220
H -1.5065 2.5723 1.4470
*
```

Properties
Structure (SMILES): [H]/N=C/NC(=O)NC
E_LUMO: 0.8 eV
Gap between HOMO and LUMO: 10.44 eV
Relative energy (zero: lowest compared OMol25 entry of this formula, charge and spin): 3.70 kcal/mol
HOMO level: -9.653 eV

=====

Table of maximum force (eV/Å), in record order: 3.1 4.9 0.7 1.0 1.9 2.3 4.0 0.4